1.
12
Properties=species:S:1:pos:R:3:nbo_charge:R:1 method="wB97M-V/def2-TZVPD" total_energy_ev=-10272.1132 e_above_lowest_kcal_mol=107.2 e_lumo_ha=0.0000 homo_ev=-7.77 gap_ev=7.77
C -0.029 -0.644 -0.107 0.186
C 1.206 -1.105 -0.015 -0.154
C 1.472 1.062 0.088 -0.084
C 0.118 0.822 -0.144 -0.214
C -1.211 1.223 -0.041 0.080
H -2.809 -0.257 0.502 0.406
H 1.343 -2.098 -0.130 0.189
H 2.051 1.884 0.407 0.210
H -1.762 2.111 -0.015 0.235
N -1.880 0.025 -0.051 -0.239
N 2.152 -0.144 0.013 -0.377
O -1.257 -1.120 0.103 -0.238



2.
34
Properties=species:S:1:pos:R:3:nbo_charge:R:1 method="wB97M-V/def2-TZVPD" total_energy_ev=-37234.9982 e_above_lowest_kcal_mol=7.5 e_lumo_ha=-0.0039 homo_ev=-10.93 gap_ev=10.82
Ar 11.929 -2.440 -15.356 0.001
O 13.319 -4.838 -17.665 -0.964
H 13.925 -5.141 -16.988 0.469
H 13.319 -3.885 -17.579 0.491
O 11.792 -2.028 -19.689 -0.976
H 12.147 -2.674 -20.301 0.475
H 12.538 -1.781 -19.142 0.491
O 14.256 -4.680 -13.013 -0.958
H 14.575 -4.956 -13.873 0.466
H 13.427 -5.146 -12.904 0.495
O 10.254 -0.002 -17.706 -0.958
H 10.581 -0.665 -18.315 0.490
H 9.775 0.615 -18.259 0.477
O 12.451 1.278 -16.352 -0.965
H 12.003 0.612 -16.873 0.493
H 12.709 1.946 -16.988 0.473
O 11.425 -5.298 -13.494 -0.979
H 11.833 -6.150 -13.652 0.467
H 11.176 -4.986 -14.364 0.507
O 9.955 -3.054 -12.237 -0.944
H 10.908 -3.133 -12.199 0.472
H 9.662 -3.864 -12.654 0.473
O 14.641 -0.422 -15.380 -0.991
H 14.666 -0.571 -14.434 0.497
H 13.798 0.005 -15.533 0.495
O 15.279 -2.126 -12.438 -0.972
H 14.963 -2.923 -12.864 0.490
H 15.212 -2.311 -11.501 0.470
O 13.825 -1.975 -17.725 -0.990
H 14.555 -2.435 -18.140 0.478
H 14.236 -1.429 -17.055 0.521
O 10.748 -5.500 -16.212 -0.976
H 11.372 -5.149 -16.848 0.499
H 9.898 -5.427 -16.646 0.481



3.
61
Properties=species:S:1:pos:R:3:nbo_charge:R:1 method="wB97M-V/def2-TZVPD" total_energy_ev=-91275.2673 s_squared=2.0402 multiplicity=3 e_above_lowest_kcal_mol=0.0 e_lumo_ha="0.0856 / 0.0792" total_charge=-1 homo_ev="-2.42 / -4.64" gap_ev="4.75 / 6.80"
Ti 0.556 -0.285 -0.201 1.489
C 1.174 -2.123 3.750 -0.263
C 1.231 -1.294 2.623 0.082
N 0.483 -1.504 1.564 -0.459
C -0.385 -2.546 1.519 0.226
C -0.496 -3.432 2.612 -0.093
C 0.315 -3.183 3.739 -0.128
C -1.387 -4.527 2.538 -0.262
C -2.101 -4.698 1.390 -0.173
C -1.999 -3.817 0.296 -0.294
C -1.167 -2.703 0.311 0.208
N -0.946 -1.741 -0.642 -0.644
C -1.555 -1.645 -1.868 0.202
C -2.593 -2.386 -2.423 -0.293
C -3.081 -2.147 -3.722 -0.174
C -2.577 -1.170 -4.526 -0.261
C -1.543 -0.353 -4.014 -0.092
C -0.973 0.708 -4.749 -0.127
C 0.007 1.482 -4.197 -0.261
C 0.430 1.198 -2.892 0.075
N -0.079 0.211 -2.192 -0.454
C -1.052 -0.581 -2.711 0.226
H 1.805 -1.917 4.604 0.218
H 1.894 -0.438 2.579 0.221
H 0.242 -3.851 4.590 0.206
H -1.476 -5.209 3.374 0.203
H -2.776 -5.542 1.302 0.202
H -2.587 -4.068 -0.562 0.202
H -3.089 -3.157 -1.870 0.202
H -3.890 -2.771 -4.084 0.202
H -2.958 -0.998 -5.524 0.203
H -1.334 0.898 -5.753 0.206
H 0.453 2.302 -4.742 0.219
H 1.196 1.787 -2.402 0.222
Cl 7.885 0.501 -0.967 -0.059
C 6.158 0.571 -0.666 -0.043
C 5.640 1.707 -0.048 -0.331
C 4.262 1.738 0.180 -0.092
Cl 3.580 3.148 0.951 -0.030
C 3.403 0.709 -0.174 0.341
O 2.100 0.794 0.067 -0.759
C 3.964 -0.455 -0.808 -0.228
C 3.165 -1.544 -1.191 0.229
O 1.889 -1.680 -1.052 -0.734
C 5.368 -0.482 -1.040 -0.241
H 6.270 2.532 0.244 0.224
H 3.692 -2.380 -1.666 0.126
H 5.804 -1.350 -1.517 0.209
C -0.881 1.123 0.655 -0.400
C -1.675 1.917 1.136 -0.106
C -2.592 2.862 1.697 -0.100
C -3.968 2.607 1.714 -0.202
C -4.854 3.524 2.257 -0.216
C -4.390 4.717 2.796 -0.246
C -3.026 4.982 2.786 -0.215
C -2.137 4.067 2.244 -0.201
H -4.329 1.677 1.294 0.216
H -5.916 3.308 2.260 0.201
H -5.083 5.433 3.220 0.200
H -2.654 5.909 3.205 0.202
H -1.075 4.273 2.236 0.220



4.
10
Properties=species:S:1:pos:R:3:nbo_charge:R:1 method="wB97M-V/def2-TZVPD" total_energy_ev=-28940.4090 e_above_lowest_kcal_mol=31.6 e_lumo_ha="-0.7404 / -0.7400" total_charge=+3 homo_ev="-25.66 / -25.66" gap_ev="5.51 / 5.53"
O 0.189 0.563 -1.536 -0.466
C -0.012 0.808 -0.362 0.979
Sc 2.602 0.657 -0.467 2.511
O -0.015 -0.144 0.534 -0.394
O 0.786 1.783 0.125 -0.785
H 0.354 2.476 0.648 0.624
C -0.835 -1.316 0.302 -0.302
H -0.153 -2.094 -0.052 0.257
H -1.303 -1.516 1.268 0.297
H -1.613 -1.217 -0.459 0.279